Entry 1:
Formula: C62H156N10O2
Source: OMol25
Level of theory: the ωB97M-V functional and the def2-TZVPD basis

The value obtained for the HOMO energy is -7.96 eV. Its SMILES is CCN(CC)CC.CCN(CC)CC.CCN(CC)CC.CCN(CC)CC.CCN(CC)CC.CCN(CC)CC.CCN(CC)CC.CCN(CC)CC.CCN(CC)CC.CCN(CC)CC.OCCO. As for the total energy: -3153.637734 Ha. Its largest force on an atom is 0.0561 hartree/bohr.

ORCA input file:
```
! RIJCOSX wB97M-V def2-TZVPD def2/J DEFGRID3
* xyz 0 1
C -3.643 -0.166 -1.606
C -3.876 -0.516 -0.166
N -5.269 -0.356 0.221
C -5.431 -0.826 1.626
C -6.906 -0.875 2.070
C -5.857 0.973 0.035
C -5.208 2.078 0.938
H -4.017 0.839 -1.801
H -4.085 -0.953 -2.218
H -2.600 -0.143 -1.922
H -3.581 -1.558 -0.047
H -3.201 0.061 0.465
H -4.848 -0.145 2.245
H -4.919 -1.783 1.732
H -7.004 -1.351 3.046
H -7.523 -1.512 1.436
H -7.396 0.092 2.181
H -5.726 1.410 -0.955
H -6.934 1.016 0.193
H -5.744 2.088 1.888
H -4.154 1.834 1.074
H -5.149 3.076 0.503
C 3.477 -3.408 -4.226
C 2.307 -2.414 -4.007
N 1.894 -1.624 -5.157
C 3.002 -0.802 -5.676
C 2.660 -0.234 -7.013
C 0.721 -0.820 -4.754
C -0.625 -1.536 -4.640
H 4.450 -2.932 -4.349
H 3.312 -4.032 -5.105
H 3.662 -3.998 -3.328
H 1.488 -3.015 -3.611
H 2.533 -1.748 -3.175
H 3.252 -0.047 -4.930
H 3.893 -1.423 -5.767
H 1.865 0.511 -6.976
H 3.543 0.200 -7.484
H 2.175 -0.974 -7.649
H 0.524 0.032 -5.404
H 0.927 -0.321 -3.807
H -1.400 -0.825 -4.353
H -0.639 -2.333 -3.896
H -0.927 -2.020 -5.569
C 3.704 1.225 -1.897
C 4.916 0.679 -2.657
N 6.170 0.970 -2.052
C 7.307 0.931 -2.988
C 7.268 2.020 -4.146
C 6.384 0.032 -0.935
C 7.609 0.323 -0.047
H 3.564 0.819 -0.895
H 2.777 1.124 -2.461
H 3.788 2.275 -1.619
H 4.789 -0.387 -2.845
H 4.788 1.178 -3.618
H 8.254 0.996 -2.454
H 7.333 -0.005 -3.546
H 6.411 2.007 -4.819
H 7.376 2.947 -3.584
H 8.220 1.978 -4.675
H 6.376 -0.978 -1.345
H 5.499 -0.009 -0.301
H 8.492 0.174 -0.668
H 7.709 -0.289 0.849
H 7.626 1.346 0.330
C -2.679 -3.423 3.013
C -1.890 -3.790 4.247
N -2.380 -3.167 5.470
C -2.118 -1.703 5.449
C -2.956 -1.072 6.666
C -2.008 -3.923 6.690
C -0.460 -3.961 6.855
H -2.458 -3.998 2.114
H -2.323 -2.452 2.669
H -3.750 -3.390 3.214
H -2.045 -4.866 4.325
H -0.830 -3.623 4.058
H -1.063 -1.449 5.549
H -2.500 -1.201 4.560
H -2.865 0.012 6.724
H -3.965 -1.447 6.495
H -2.573 -1.441 7.618
H -2.345 -4.958 6.625
H -2.528 -3.471 7.535
H 0.208 -4.079 6.002
H -0.245 -4.702 7.625
H -0.155 -2.965 7.174
C -4.677 -5.893 -0.135
C -3.473 -5.609 -1.071
N -2.302 -6.485 -0.987
C -1.590 -6.329 0.276
C -0.563 -7.451 0.604
C -1.369 -6.361 -2.081
C -0.754 -4.924 -2.180
H -5.172 -6.831 -0.391
H -5.462 -5.141 -0.202
H -4.439 -5.861 0.928
H -3.882 -5.703 -2.077
H -3.145 -4.577 -0.947
H -2.311 -6.362 1.092
H -1.213 -5.325 0.467
H -0.358 -7.423 1.674
H 0.329 -7.265 0.006
H -0.900 -8.433 0.272
H -0.573 -7.105 -2.044
H -1.887 -6.639 -2.999
H -1.562 -4.294 -2.552
H -0.293 -4.498 -1.289
H 0.007 -4.879 -2.959
C 3.637 -2.093 0.600
C 2.834 -3.431 0.447
N 3.143 -4.511 1.373
C 3.002 -4.226 2.747
C 1.594 -3.836 3.173
C 2.424 -5.780 0.999
C 3.128 -6.418 -0.231
H 3.394 -1.539 1.507
H 3.363 -1.412 -0.206
H 4.702 -2.319 0.641
H 1.762 -3.240 0.391
H 3.118 -3.887 -0.502
H 3.240 -5.114 3.334
H 3.794 -3.555 3.081
H 0.890 -4.609 2.865
H 1.516 -3.711 4.253
H 1.300 -2.913 2.673
H 1.384 -5.520 0.799
H 2.386 -6.497 1.819
H 3.004 -5.873 -1.167
H 2.748 -7.407 -0.487
H 4.194 -6.463 -0.009
C -3.714 4.379 -3.226
C -3.404 3.184 -4.112
N -2.412 3.484 -5.108
C -1.772 2.219 -5.578
C -2.718 1.145 -6.093
C -2.945 4.314 -6.238
C -1.933 4.586 -7.387
H -4.279 4.125 -2.330
H -4.336 5.106 -3.748
H -2.806 4.889 -2.904
H -3.002 2.404 -3.465
H -4.257 2.757 -4.639
H -0.999 2.448 -6.312
H -1.193 1.860 -4.727
H -3.162 1.436 -7.045
H -2.296 0.142 -6.162
H -3.568 0.950 -5.439
H -3.272 5.258 -5.802
H -3.875 3.952 -6.676
H -1.932 3.797 -8.138
H -0.947 4.570 -6.922
H -2.198 5.539 -7.846
C -0.851 6.309 3.221
C -2.237 6.894 2.691
N -2.961 5.890 1.867
C -2.198 5.367 0.725
C -1.847 6.419 -0.318
C -3.291 4.730 2.694
C -4.430 5.084 3.675
H -0.408 6.982 3.955
H -0.132 6.054 2.442
H -1.032 5.394 3.785
H -2.883 7.222 3.506
H -1.955 7.776 2.116
H -1.337 4.823 1.113
H -2.843 4.599 0.297
H -1.047 7.046 0.076
H -1.390 5.949 -1.189
H -2.625 7.100 -0.664
H -2.440 4.179 3.094
H -3.801 4.021 2.041
H -5.228 5.657 3.202
H -4.057 5.754 4.450
H -4.856 4.191 4.131
C -0.088 -1.541 -0.827
C 0.392 -0.091 -0.529
N -0.461 0.662 0.362
C -0.185 0.324 1.777
C -1.194 0.999 2.806
C -0.408 2.125 0.134
C -1.217 2.512 -1.139
H -0.431 -2.092 0.049
H 0.715 -2.074 -1.336
H -0.949 -1.498 -1.494
H 1.391 -0.225 -0.115
H 0.416 0.427 -1.488
H 0.847 0.657 1.884
H -0.137 -0.765 1.800
H -2.181 0.542 2.727
H -1.385 2.069 2.723
H -0.940 0.789 3.845
H -0.821 2.604 1.022
H 0.583 2.571 0.064
H -2.228 2.108 -1.083
H -1.209 3.601 -1.100
H -0.716 2.194 -2.053
C 1.543 3.546 3.342
C 2.876 2.858 3.302
N 2.812 1.444 3.687
C 4.149 0.820 3.905
C 5.148 0.977 2.714
C 1.912 1.052 4.796
C 1.758 -0.501 4.936
H 0.736 3.101 2.761
H 1.653 4.586 3.035
H 1.162 3.652 4.358
H 3.280 2.787 2.293
H 3.622 3.402 3.881
H 4.639 1.212 4.796
H 4.052 -0.257 4.047
H 5.990 0.286 2.774
H 4.606 0.749 1.796
H 5.593 1.969 2.633
H 0.907 1.449 4.650
H 2.269 1.407 5.763
H 1.557 -0.949 3.962
H 1.017 -0.786 5.682
H 2.677 -0.987 5.264
O 2.067 6.259 1.045
C 2.460 5.091 0.340
C 2.923 5.575 -1.053
O 1.796 6.259 -1.684
H 1.565 6.741 0.385
H 3.288 4.584 0.836
H 1.621 4.424 0.142
H 3.243 4.753 -1.693
H 3.773 6.254 -0.979
H 1.969 6.293 -2.628
*
```


Entry 2:
Formula: C62H165F2N7O28PbS2
Source: OMol25
Level of theory: the ωB97M-V functional and the def2-TZVPD basis

The calculation puts the energy above the lowest of the compared OMol25 structures with the same formula, charge and spin at 0.0 kcal per mole. The value obtained for the HOMO energy is -8.67 eV. As for the total energy: -6139.915519 Ha. Its largest force on an atom is 0.0799 hartree/bohr.

ORCA input file:
```
! RIJCOSX wB97M-V def2-TZVPD def2/J DEFGRID3
* xyz 0 1
Pb -3.412 -0.030 -0.975
C -2.446 2.282 -2.672
C -3.645 3.052 -2.108
C -4.668 3.377 -3.124
C -6.073 3.626 -2.645
C -6.531 2.550 -1.654
C -5.610 2.440 -0.467
N -4.290 2.155 -1.111
O -3.337 1.959 -0.052
C -6.109 1.233 0.289
C -5.727 3.729 0.400
C -3.158 4.320 -1.478
H -2.059 2.747 -3.589
H -2.691 1.262 -3.021
H -1.652 2.234 -1.968
H -4.677 2.511 -3.775
H -4.308 4.226 -3.716
H -6.762 3.521 -3.486
H -6.139 4.649 -2.235
H -6.542 1.587 -2.213
H -7.568 2.696 -1.336
H -5.467 1.013 1.157
H -6.070 0.272 -0.351
H -7.124 1.225 0.646
H -5.505 4.649 -0.138
H -4.993 3.657 1.217
H -6.770 3.719 0.755
H -2.188 4.569 -1.934
H -2.990 4.273 -0.403
H -3.844 5.158 -1.532
N -0.249 -0.600 -0.897
S 0.672 -1.535 0.205
O 2.030 -1.248 0.449
O 0.342 -2.930 0.145
F -0.141 -0.865 1.605
S 0.700 -0.129 -2.134
O 1.673 -1.108 -2.515
O 0.950 1.223 -1.977
F -0.356 -0.306 -3.253
C -0.035 0.117 5.617
O -0.793 1.283 5.277
H 0.693 -0.133 4.800
H 0.566 0.232 6.521
H -0.747 -0.703 5.813
H -0.175 1.962 5.004
C 3.399 -4.228 -0.874
O 4.657 -4.833 -0.430
H 3.223 -4.361 -1.944
H 2.521 -4.721 -0.380
H 3.306 -3.190 -0.651
H 5.471 -4.356 -0.749
C 2.210 1.691 1.527
O 2.703 2.546 2.586
H 3.088 1.153 1.116
H 1.432 1.002 1.922
H 1.797 2.239 0.679
H 2.979 1.979 3.308
C 0.453 -1.890 -5.640
O -0.005 -2.857 -4.751
H 0.045 -2.140 -6.623
H 0.176 -0.860 -5.424
H 1.518 -1.919 -5.803
H 0.307 -2.560 -3.885
C -0.260 7.144 0.594
O 0.758 6.877 1.578
H -0.719 6.217 0.313
H -1.139 7.722 1.014
H 0.104 7.632 -0.304
H 0.916 7.705 1.998
C 0.106 -5.407 -2.411
O -1.048 -5.056 -3.238
H -0.224 -6.110 -1.663
H 0.894 -5.796 -3.056
H 0.471 -4.512 -1.922
H -1.338 -5.931 -3.594
C 3.861 -0.209 -5.118
O 5.187 0.294 -5.409
H 3.223 0.636 -4.803
H 3.329 -0.454 -6.058
H 3.735 -1.036 -4.437
H 5.623 0.494 -4.567
C 2.245 5.787 -2.233
O 3.051 5.439 -3.327
H 1.485 5.007 -2.120
H 2.937 5.795 -1.361
H 1.791 6.774 -2.369
H 2.585 5.013 -4.078
O -0.372 6.219 4.436
H -0.031 6.532 3.576
H -0.110 5.290 4.356
O -3.930 -0.615 -5.308
H -4.323 -1.384 -5.804
H -3.249 -1.114 -4.854
O -1.509 3.116 1.111
H -0.631 3.134 0.708
H -2.145 2.740 0.489
O -2.499 -2.709 -3.907
H -1.577 -2.818 -4.138
H -2.557 -3.314 -3.176
O -3.116 -0.850 1.187
H -2.926 -0.220 1.923
H -3.858 -1.378 1.488
O -2.773 -3.095 -0.635
H -3.086 -3.361 0.272
H -1.873 -2.831 -0.443
O -3.021 1.198 3.098
H -2.784 1.963 2.560
H -2.269 1.108 3.733
O 1.292 -5.608 -5.728
H 1.109 -4.791 -5.262
H 2.194 -5.880 -5.486
O -5.580 -1.336 -2.316
H -5.011 -2.084 -2.169
H -5.444 -1.211 -3.297
O 0.130 3.449 3.745
H 1.006 3.558 3.350
H -0.562 3.400 3.090
C 5.885 2.963 -3.264
C 6.179 2.036 -2.123
C 4.936 1.481 -1.438
C 5.149 0.318 -0.525
C 5.978 -0.770 -1.188
C 7.313 -0.223 -1.761
N 6.953 0.877 -2.668
O 8.123 1.380 -3.344
C 8.228 0.090 -0.563
C 8.039 -1.234 -2.622
C 6.927 2.903 -1.102
H 5.124 3.767 -3.130
H 5.600 2.345 -4.116
H 6.738 3.531 -3.634
H 4.337 2.253 -0.964
H 4.266 1.155 -2.268
H 4.131 -0.061 -0.362
H 5.569 0.597 0.467
H 5.389 -1.294 -1.939
H 6.300 -1.564 -0.500
H 7.828 0.708 0.256
H 8.573 -0.820 -0.068
H 9.110 0.669 -0.886
H 9.094 -1.053 -2.691
H 7.942 -2.238 -2.163
H 7.697 -1.184 -3.637
H 8.038 3.021 -1.277
H 6.883 2.583 -0.039
H 6.477 3.909 -1.100
H 8.724 1.699 -2.616
C -3.055 -4.890 4.136
C -2.563 -4.379 2.818
C -1.459 -5.361 2.304
C -2.062 -6.697 1.906
C -3.140 -6.502 0.839
C -4.285 -5.534 1.191
N -3.617 -4.314 1.745
O -4.580 -3.304 2.044
C -5.031 -5.169 -0.118
C -5.315 -6.190 2.128
C -1.944 -3.030 2.946
H -2.348 -4.679 4.987
H -3.297 -5.953 4.159
H -4.038 -4.438 4.385
H -0.912 -4.882 1.494
H -0.733 -5.480 3.095
H -2.494 -7.201 2.748
H -1.320 -7.354 1.580
H -3.627 -7.410 0.443
H -2.612 -6.126 -0.050
H -5.746 -5.951 -0.387
H -5.685 -4.301 -0.045
H -4.324 -5.037 -0.896
H -5.818 -7.046 1.701
H -4.871 -6.606 3.051
H -6.080 -5.466 2.432
H -1.246 -3.076 3.792
H -2.622 -2.253 3.207
H -1.380 -2.715 2.068
H -5.028 -3.598 2.851
C 0.846 2.563 -5.074
C 1.085 3.493 -6.305
C 0.126 4.768 -6.271
C 0.495 5.813 -7.271
C 1.927 6.184 -7.123
C 2.898 5.000 -7.196
N 2.444 4.033 -6.208
O 3.322 2.908 -6.338
C 2.988 4.469 -8.628
C 4.302 5.484 -6.751
C 0.723 2.701 -7.520
H -0.023 1.949 -5.255
H 0.869 3.175 -4.214
H 1.662 1.853 -5.137
H -0.873 4.383 -6.438
H 0.190 5.173 -5.252
H -0.134 6.674 -7.023
H 0.257 5.577 -8.305
H 2.106 6.660 -6.144
H 2.158 6.889 -7.935
H 3.795 4.961 -9.196
H 3.179 3.403 -8.650
H 2.090 4.654 -9.226
H 5.065 4.760 -7.045
H 4.635 6.437 -7.210
H 4.354 5.656 -5.649
H 0.681 3.232 -8.465
H -0.247 2.156 -7.352
H 1.457 1.914 -7.709
H 3.987 3.059 -5.613
C -6.540 2.169 6.387
C -6.190 0.697 6.222
C -5.676 0.467 4.775
C -5.007 -0.898 4.639
C -3.786 -0.932 5.598
C -4.151 -0.805 7.079
N -5.014 0.409 7.112
O -5.559 0.377 8.530
C -4.843 -2.063 7.600
C -2.972 -0.470 7.982
C -7.493 -0.062 6.571
H -7.348 2.492 5.705
H -5.684 2.821 6.217
H -6.879 2.439 7.380
H -6.502 0.603 4.055
H -4.912 1.190 4.605
H -4.631 -1.022 3.630
H -5.711 -1.747 4.835
H -3.113 -0.125 5.292
H -3.228 -1.880 5.472
H -4.317 -2.968 7.300
H -4.924 -2.111 8.673
H -5.840 -2.096 7.143
H -2.495 0.497 7.710
H -3.258 -0.309 8.995
H -2.228 -1.220 8.119
H -8.260 0.213 5.841
H -7.868 0.248 7.541
H -7.385 -1.156 6.645
H -5.546 1.325 8.770
C 5.753 -2.306 1.883
C 5.054 -2.490 3.195
C 4.201 -1.229 3.489
C 3.104 -1.507 4.457
C 2.275 -2.672 4.061
C 3.121 -3.925 3.991
N 4.061 -3.578 2.898
O 4.807 -4.794 2.657
C 3.613 -4.437 5.354
C 2.220 -5.020 3.496
C 6.123 -2.668 4.287
H 6.520 -1.484 1.901
H 5.045 -1.987 1.128
H 6.334 -3.205 1.583
H 4.808 -0.433 3.888
H 3.701 -0.833 2.621
H 2.473 -0.594 4.415
H 3.464 -1.685 5.481
H 1.732 -2.565 3.134
H 1.480 -2.804 4.825
H 3.920 -3.624 6.064
H 2.793 -4.906 5.909
H 4.434 -5.185 5.328
H 2.682 -5.983 3.611
H 1.368 -5.051 4.134
H 1.793 -4.819 2.523
H 6.786 -1.858 4.113
H 6.691 -3.592 4.205
H 5.677 -2.503 5.277
H 4.543 -4.977 1.735
*
```


Question: Which value of HOMO energy does entry 2 give?
Answer: -8.67 eV